95
Properties=species:S:1:pos:R:3 method="wB97M-V/def2-TZVPD" e_tot_ev=-184605.2220 charge=+1 e_homo_ev=-11.143
Br -2.365 -2.710 -0.038
Br -4.394 -0.581 -1.452
F -4.580 1.533 -4.019
O -4.765 2.384 0.678
O -3.499 0.692 1.826
O 1.807 -7.807 -0.981
O 1.024 -3.780 -2.168
N -2.340 2.056 0.167
N -0.657 4.458 3.240
C 2.838 0.071 -0.963
C -0.169 -3.862 -2.907
C 1.940 -3.914 0.083
C -0.574 3.728 -0.113
C 1.314 2.123 -0.491
C -0.374 6.079 0.803
C -3.280 1.680 -3.591
C 3.236 -1.260 1.148
C -2.257 1.446 -1.229
C -0.466 -0.647 0.194
C 0.817 5.855 1.736
C -3.250 2.191 -2.142
C 3.395 0.109 0.462
C -2.048 3.519 0.184
C 0.432 5.457 3.172
C -4.584 0.435 2.742
C -4.138 -0.563 3.791
C 2.199 1.363 -1.489
C -1.825 -0.934 -0.379
C 0.073 2.753 -1.141
C 1.046 -4.566 -0.973
C 3.996 -2.406 0.453
C -2.619 -0.039 -1.012
C -0.860 1.723 -1.843
C 3.167 -3.249 -0.524
C 4.093 -8.421 -0.384
C -0.333 5.204 -0.453
C 2.629 -8.420 0.014
B -3.608 1.686 0.946
H -1.568 1.632 0.685
H 0.671 5.285 -0.871
H -0.289 3.579 3.568
H 1.397 6.772 1.816
H -0.489 0.098 0.989
H -4.268 2.192 -1.763
H 4.836 -1.967 -0.084
H -1.048 5.558 -1.194
H -2.212 3.856 1.210
H 4.242 -8.982 -1.309
H 4.710 -8.873 0.394
H -2.798 2.381 -4.268
H 3.811 -4.051 -0.893
H -2.764 0.724 -3.690
H -4.882 1.351 3.248
H 1.897 2.967 -0.117
H 2.909 -2.670 -1.404
H 2.291 -4.726 0.721
H 0.482 3.391 -1.922
H -0.364 0.770 -1.987
H -0.373 7.119 0.480
H -0.770 -2.957 -2.792
H 0.073 -3.957 -3.966
H -2.732 4.074 -0.445
H 3.666 -0.169 -1.630
H -5.438 0.035 2.204
H 0.028 -4.659 -0.593
H 4.457 0.345 0.475
H 1.421 -5.563 -1.205
H 0.281 -0.387 -0.545
H 1.313 5.028 3.646
H -0.093 -1.543 0.682
H -3.745 -1.469 3.346
H -0.995 2.097 -2.853
H 3.630 -1.160 2.161
H 4.370 -3.072 1.229
H 2.280 -9.441 0.196
H 1.908 -8.307 -1.795
H -2.942 3.233 -2.190
H 1.048 1.541 0.390
H 2.142 -0.757 -1.083
H -5.014 -0.787 4.397
H 4.440 -7.402 -0.558
H 1.501 5.093 1.361
H 2.177 -1.486 1.261
H -1.359 4.747 3.904
H 2.481 -7.846 0.927
H -3.415 -0.097 4.456
H 1.338 -3.241 0.691
H -1.308 5.934 1.342
H 1.636 1.127 -2.391
H -0.069 3.572 0.841
H 0.181 6.340 3.754
H -4.798 3.201 1.183
H 2.883 0.830 1.097
H -0.776 -4.725 -2.636
H 2.991 2.036 -1.817